This record from OMol25 describes a cluster of 7 separate species, C41H88N7O8 in total in a non-equilibrium geometry. The level of theory is the ωB97M-V functional and the def2-TZVPD basis.

Last column: Mulliken charge in e.
Positions of all 144 atoms, in Å:
N (-0.55561, -0.41111, -0.55748)  0.443
O (0.17352, 0.53314, -0.94569)  -0.607
O (-1.12593, -1.12020, -1.33756)  -0.705
O (-0.69146, -0.54750, 0.64052)  -0.100
C (-2.82677, -2.67469, 1.57410)  -0.178
C (-1.73038, -3.49282, 2.21491)  0.099
O (-1.21003, -3.22263, 3.28887)  -0.479
N (-1.12374, -4.62679, 1.34994)  -0.042
H (-0.60653, -5.30080, 1.89610)  0.437
H (-1.91786, -5.08660, 0.92797)  0.394
C (-0.12218, -4.21559, 0.23896)  -0.629
H (-2.62728, -2.40006, 0.53830)  0.168
H (-2.87641, -1.79277, 2.21272)  -0.298
H (-3.76532, -3.20380, 1.73917)  0.541
H (-0.77321, -3.94268, -0.59157)  0.243
H (0.34581, -5.15801, -0.04552)  0.469
H (0.49315, -3.44376, 0.70130)  0.154
C (0.20879, 3.47813, 0.25968)  -0.693
C (0.71929, 4.40839, 1.33809)  0.335
O (0.90639, 3.96071, 2.46460)  -0.505
N (1.19152, 5.81691, 0.90348)  -0.022
H (2.10910, 5.97191, 1.29607)  0.426
H (1.02676, 5.98473, -0.07876)  0.371
C (0.44875, 6.89084, 1.70242)  -0.934
H (-0.68907, 3.86730, -0.22042)  0.508
H (0.14984, 2.45459, 0.62982)  -0.402
H (0.91596, 3.41201, -0.56714)  0.742
H (0.84871, 6.81055, 2.71320)  0.390
H (-0.61274, 6.86544, 1.45606)  0.373
H (0.90504, 7.82953, 1.38817)  0.411
C (1.82113, -1.90371, 6.40086)  -1.359
C (3.12208, -1.73628, 5.53524)  1.007
C (3.12156, -2.81438, 4.35431)  -1.702
C (2.49197, -2.46176, 2.97265)  0.097
C (2.90693, -1.08625, 2.51188)  -0.603
C (2.57771, 0.01979, 3.60535)  1.251
N (3.20426, -0.35568, 4.90397)  0.886
O (3.56793, 0.70828, 5.74232)  -0.252
C (0.96706, 0.23799, 3.74154)  -0.931
C (3.32925, 1.30239, 2.98888)  -1.572
C (4.25159, -1.93616, 6.57862)  -1.566
H (1.79079, -2.86815, 6.90787)  0.457
H (0.93932, -1.70104, 5.79305)  0.220
H (1.86004, -1.13417, 7.17183)  0.435
H (2.68388, -3.72855, 4.75536)  0.535
H (4.16377, -3.11993, 4.26199)  0.424
H (1.41257, -2.59376, 3.04720)  -0.394
H (2.81008, -3.22507, 2.26253)  0.652
H (2.38916, -0.79814, 1.59700)  -0.333
H (3.98840, -1.13479, 2.38478)  0.660
H (0.45266, -0.69790, 3.95973)  0.175
H (0.52796, 0.59824, 2.81122)  -0.193
H (0.72975, 1.02444, 4.45798)  0.584
H (3.01931, 1.62320, 1.99434)  0.251
H (4.39431, 1.11376, 2.85409)  0.488
H (3.11828, 2.16897, 3.61549)  0.472
H (4.03541, -1.28609, 7.42644)  0.417
H (5.23339, -1.68298, 6.17852)  0.445
H (4.37308, -2.98502, 6.84924)  0.427
C (6.53840, -0.58358, -3.33242)  -1.496
C (5.91446, -1.73677, -2.52889)  1.076
C (5.79231, -1.43100, -0.95670)  -1.178
C (4.66610, -0.46140, -0.66732)  -0.088
C (3.36036, -1.08770, -1.12332)  -0.467
C (3.29250, -1.26424, -2.63802)  2.006
N (4.52782, -1.96703, -3.09110)  0.772
O (4.48674, -2.40975, -4.41870)  -0.256
C (3.16730, 0.09795, -3.41847)  -1.458
C (2.04457, -2.10969, -2.98811)  -1.711
C (6.84663, -2.94010, -2.89349)  -1.564
H (7.61571, -0.52279, -3.17815)  0.455
H (6.15003, 0.34015, -2.90346)  0.376
H (6.27737, -0.62744, -4.38980)  0.329
H (6.65140, -0.91475, -0.52828)  0.475
H (5.65491, -2.32941, -0.35498)  0.440
H (4.79981, 0.56382, -1.01245)  0.356
H (4.41339, -0.35822, 0.38795)  -0.214
H (2.46127, -0.55011, -0.82210)  -0.789
H (3.22713, -2.06658, -0.66275)  0.598
H (4.10094, 0.66031, -3.40572)  0.357
H (2.38262, 0.68761, -2.94447)  0.049
H (3.01773, -0.11609, -4.47673)  0.515
H (2.08148, -3.16638, -2.72328)  0.493
H (1.94185, -2.05641, -4.07194)  0.676
H (1.11833, -1.67474, -2.61261)  0.058
H (6.79441, -3.32447, -3.91214)  0.415
H (6.49173, -3.75563, -2.26337)  0.427
H (7.88633, -2.74250, -2.63259)  0.408
C (-2.86206, 2.95395, -4.82346)  -1.470
C (-2.69988, 1.82974, -3.72252)  0.994
C (-4.02072, 0.93225, -3.59346)  -0.626
C (-4.25822, 0.09274, -4.85627)  -0.848
C (-3.09289, -0.84604, -5.04376)  -1.289
C (-1.71698, -0.14074, -5.22636)  1.206
N (-1.55872, 0.92064, -4.18252)  1.261
O (-0.27773, 1.46235, -4.08242)  -0.271
C (-1.67489, 0.45326, -6.65919)  -1.519
C (-0.61555, -1.22657, -5.01032)  -1.819
C (-2.39323, 2.41077, -2.32977)  -1.535
H (-1.97183, 3.55754, -5.00033)  0.366
H (-3.66987, 3.61963, -4.51949)  0.440
H (-3.29351, 2.55346, -5.74082)  0.348
H (-4.82239, 1.64256, -3.39129)  0.764
H (-4.10978, 0.28507, -2.72092)  -0.346
H (-4.27509, 0.78487, -5.69816)  0.353
H (-5.08548, -0.61597, -4.81791)  0.471
H (-3.21458, -1.41213, -5.96726)  0.559
H (-3.19155, -1.53679, -4.20636)  0.340
H (-1.35974, -0.34401, -7.33235)  0.475
H (-0.94152, 1.24794, -6.79619)  0.341
H (-2.64417, 0.77209, -7.04251)  0.364
H (-0.83630, -2.04091, -5.70040)  0.548
H (-0.70570, -1.75088, -4.05896)  0.203
H (0.37482, -0.84191, -5.25383)  0.506
H (-1.67393, 3.22546, -2.41332)  0.575
H (-2.04464, 1.74648, -1.53900)  -0.055
H (-3.26947, 2.92091, -1.92969)  0.559
C (-5.75955, -0.77931, -0.64111)  -1.611
C (-4.84590, 0.07705, 0.27420)  1.510
C (-5.82729, 0.59753, 1.33819)  -1.278
N (-5.20410, 1.40814, 2.50412)  0.295
C (-6.31944, 2.04623, 3.33649)  -0.962
C (-4.28321, 2.54195, 1.97098)  -1.362
C (-2.87701, 2.09870, 1.96487)  1.085
C (-2.80494, 1.16029, 3.17665)  0.499
C (-4.22337, 0.62942, 3.38549)  -1.095
H (-5.18871, -1.26902, -1.43004)  0.369
H (-6.47965, -0.18382, -1.20230)  0.422
H (-6.25522, -1.52365, -0.01792)  0.486
H (-4.38179, 0.88206, -0.29560)  -0.279
H (-4.01672, -0.51453, 0.66226)  -0.212
H (-6.47544, -0.09600, 1.87393)  0.427
H (-6.45490, 1.34998, 0.86068)  0.410
H (-5.79694, 2.61849, 4.10304)  0.459
H (-7.03308, 1.26523, 3.59890)  0.377
H (-6.81038, 2.69834, 2.61409)  0.432
H (-4.34563, 3.42442, 2.60772)  0.471
H (-4.68420, 2.81194, 0.99404)  0.393
H (-2.13064, 2.89072, 2.02600)  0.397
H (-2.69417, 1.53170, 1.05208)  -0.755
H (-2.38161, 1.72610, 4.00656)  0.478
H (-2.08473, 0.35164, 3.05218)  -0.572
H (-4.50989, 0.68139, 4.43588)  0.388
H (-4.40125, -0.42543, 3.17632)  0.390

Properties
- HOMO (eV) = -19.56
- gap between HOMO and LUMO (eV) = 5.99
- energy above the lowest of the compared OMol25 structures with the same formula, charge and spin (kcal/mol) = 0.00
- net charge = +5
- M (g mol⁻¹) = 807.20
- LUMO energy (eV) = -13.6
- spin multiplicity = 1